Entry from the Open Molecules 2025 dataset: 2 unconnected molecules or ions with the total composition C3H5NOS in a non-equilibrium geometry (wB97M-V/def2-TZVPD).

```
! wB97M-V def2-TZVPD RIJCOSX def2/J DEFGRID3
* xyz 0 1
C -3.01345 -0.59759 0.16065
C 0.04306 -0.65716 -0.89823
C -0.37923 1.21558 0.57266
N -2.76224 -1.58876 0.69411
O 0.28867 0.69758 -0.45486
S -3.16649 0.91379 -0.58062
H -0.75239 -0.62853 -1.64450
H -0.19232 -1.43611 -0.17124
H 1.04310 -0.76883 -1.51594
H -0.88100 0.77289 1.39353
H -0.21263 2.36198 0.51582
*
```

- highest occupied orbital energy (spin up / spin down) (eV) = -8.499 / -8.500

For each atom in turn, the Löwdin charge in e is:
1. C -0.95
2. C -0.05
3. C 0.09
4. N 0.02
5. O -0.13
6. S 0.50
7. H 0.08
8. H 0.09
9. H 0.14
10. H 0.08
11. H 0.14

***

Entry from the Open Molecules 2025 dataset: 3 unconnected molecules or ions with the total composition C3H5NOS in a non-equilibrium geometry (wB97M-V/def2-TZVPD).

```
! wB97M-V def2-TZVPD RIJCOSX def2/J DEFGRID3
* xyz 0 1
C -3.22711 0.47968 -0.42739
C 0.46672 -0.44969 0.94393
C -0.20597 0.34446 -0.14037
N -3.53164 -0.36666 0.25863
O -0.56395 0.07688 -1.18082
S 0.02511 2.24744 0.00366
H 1.48622 0.11597 1.04319
H 0.00571 -0.56950 1.89636
H 0.48628 -1.47416 0.61074
H -3.27269 1.82710 -1.04431
H -0.67654 2.27680 -1.06436
*
```

- highest occupied orbital energy (eV) = -9.693

For each atom in turn, the Löwdin charge in e is:
1. C -0.19
2. C -0.05
3. C -0.80
4. N 0.03
5. O 0.02
6. S 0.70
7. H 0.12
8. H 0.07
9. H 0.08
10. H 0.24
11. H -0.21

***

Entry from the Open Molecules 2025 dataset: a molecular structure, C3H5NOS in a non-equilibrium geometry (wB97M-V/def2-TZVPD).

```
! wB97M-V def2-TZVPD RIJCOSX def2/J DEFGRID3
* xyz 0 1
C 0.01536 -0.72594 -0.11411
C 1.40823 -1.35100 1.85274
C -0.92015 0.44740 0.02976
N 0.80164 -0.97325 0.89610
O 2.14790 1.20089 -0.22758
S 0.01646 1.90135 -0.64170
H 0.10323 -1.26125 -1.04428
H 2.33629 -1.22415 2.23368
H -1.72418 0.50669 -0.59676
H -1.36021 0.74751 0.88526
H 0.09431 1.15192 -1.83929
*
```

- highest occupied orbital energy (spin up / spin down) (eV) = -7.697 / -7.697

For each atom in turn, the Löwdin charge in e is:
1. C -0.24
2. C 0.12
3. C -0.43
4. N -0.05
5. O -0.49
6. S 0.90
7. H 0.11
8. H 0.02
9. H 0.03
10. H 0.04
11. H -0.02

***

Entry from the Open Molecules 2025 dataset: C3H5NOS in the gas phase in a non-equilibrium geometry (wB97M-V/def2-TZVPD).

```
! wB97M-V def2-TZVPD RIJCOSX def2/J DEFGRID3
* xyz 0 1
C -0.76780 0.01626 -0.00122
C 0.34816 2.12533 0.25416
C -0.38705 2.63730 1.26981
H 1.39188 -1.16146 -0.85981
H -1.64720 0.58449 0.25321
H 1.07640 2.66725 -0.30710
H -1.07818 2.02606 1.83600
H -0.39875 3.66545 1.50060
N -0.80746 -1.23159 -0.08429
O 0.31346 0.83310 -0.18029
S 0.54004 -2.15618 -0.59544
*
```

- highest occupied orbital energy (eV) = -8.828

For each atom in turn, the Löwdin charge in e is:
1. C -0.35
2. C -0.18
3. C 0.04
4. H -0.16
5. H 0.12
6. H 0.11
7. H 0.06
8. H 0.04
9. N -0.34
10. O -0.07
11. S 0.73

***

Entry from the Open Molecules 2025 dataset: C3H5NOS in the gas phase in a non-equilibrium geometry (wB97M-V/def2-TZVPD).

```
! wB97M-V def2-TZVPD RIJCOSX def2/J DEFGRID3
* xyz 0 1
C -0.40681 0.21459 1.00382
C -0.19216 -1.36114 0.60948
C 1.22993 0.08795 -0.44767
N 0.25320 0.96347 0.04389
O 0.70981 -1.33683 -0.36127
S -0.78396 2.01292 -0.89347
H -1.20312 0.77028 1.59137
H -0.55312 -2.29605 0.99216
H 1.61481 0.34820 -1.38031
H 2.06179 0.23520 0.23513
H -0.52779 3.29010 -0.38550
*
```

- highest occupied orbital energy (eV) = -7.226

For each atom in turn, the Löwdin charge in e is:
1. C -0.14
2. C -0.05
3. C -0.20
4. N -0.55
5. O -0.09
6. S 0.75
7. H 0.09
8. H 0.09
9. H 0.10
10. H 0.13
11. H -0.13

***

Entry from the Open Molecules 2025 dataset: C3H5NOS in the gas phase in a non-equilibrium geometry (wB97M-V/def2-TZVPD).

```
! wB97M-V def2-TZVPD RIJCOSX def2/J DEFGRID3
* xyz 0 3
C -0.39502 -0.43667 -0.66033
C 0.63560 -0.41054 -2.81826
C -0.34902 0.74192 0.37235
N 0.23677 -0.51968 -1.71330
O 0.22886 1.13925 2.93331
S 0.40278 0.01353 2.00491
H -0.86733 -1.39197 -0.33180
H 1.71556 -0.78496 -2.87079
H 0.31440 1.60929 0.12559
H -1.35410 0.85762 0.68341
H -0.56851 -0.81779 2.27491
*
```

- highest occupied orbital energy (spin up / spin down) (eV) = -5.465 / -9.322

For each atom in turn, the Löwdin charge in e is:
1. C -0.25
2. C 0.07
3. C -0.26
4. N -0.06
5. O -0.61
6. S 0.84
7. H 0.12
8. H 0.06
9. H 0.10
10. H 0.05
11. H -0.06

***

How do the records compare in ΔE to the lowest compared entry with this formula, charge and spin? In the order shown, they have 3.959 3.964 8.858 2.334 4.518 3.627 eV.
How do the records compare in E_tot? In the order shown, they have -645.36617 -645.36599 -645.18615 -645.42592 -645.34564 -645.20971 hartree.